A cluster of 5 separate species, C14H15F4NO12 in total, computed with ωB97M-V/def2-TZVPD.

## Properties
total energy = -1899.646137 a.u.
LUMO level = 0.3 eV
energy relative to the best compared isomer or geometry (same formula, charge and spin) = 0.0 kJ/mol
SMILES = O=C1OC[C@@H](F)O1.O=C1OC[C@@H](F)O1.O=C1OC[C@@H](F)O1.O=C1OC[C@@H](F)O1.CC#N
Kohn-Sham gap = 11.29 eV

Each atom is followed by the atoms it is bonded to, with distances in Å.
Geometry (Å):
1 C -2.95054 17.07759 -16.70403  C2 1.517, O6 1.428, H8 1.086, H9 1.091
2 C -2.44603 17.86438 -15.50970  C1 1.517, O3 1.417, F7 1.355, H10 1.090
3 O -1.28531 18.48950 -16.02826  C2 1.417, C4 1.354
4 C -1.41208 18.59135 -17.37229  O3 1.354, O5 1.182, O6 1.358
5 O -0.71853 19.24039 -18.07613  C4 1.182
6 O -2.46586 17.85016 -17.80247  C1 1.428, C4 1.358
7 F -2.08919 17.08720 -14.45876  C2 1.355
8 H -4.03014 16.96406 -16.72111  C1 1.086
9 H -2.48293 16.09231 -16.73509  C1 1.091
10 H -3.12819 18.63358 -15.14654  C2 1.090
11 C 4.48860 21.34794 -21.57181  C12 1.513, O16 1.420, H18 1.093, H19 1.085
12 C 4.39836 20.70571 -22.93848  C11 1.513, O13 1.393, F17 1.389, H20 1.084
13 O 3.30979 19.84460 -22.81882  C12 1.393, C14 1.368
14 C 3.17550 19.51413 -21.49866  O13 1.368, O15 1.183, O16 1.345
15 O 2.51104 18.62756 -21.08498  C14 1.183
16 O 3.89962 20.35725 -20.74167  C11 1.420, C14 1.345
17 F 5.53398 19.93462 -23.14942  C12 1.389
18 H 3.88905 22.25874 -21.50273  C11 1.093
19 H 5.50464 21.58749 -21.27574  C11 1.085
20 H 4.30497 21.34439 -23.80939  C12 1.084
21 C 3.18053 24.26509 -16.17584  C22 1.515, O26 1.442, H28 1.087, H29 1.085
22 C 4.67130 24.53428 -16.21481  C21 1.515, O23 1.397, F27 1.367, H30 1.086
23 O 4.92728 25.05308 -14.94278  C22 1.397, C24 1.375
24 C 3.77067 25.61420 -14.45491  O23 1.375, O25 1.182, O26 1.346
25 O 3.72018 26.30041 -13.49345  C24 1.182
26 O 2.72456 25.23809 -15.21351  C21 1.442, C24 1.346
27 F 4.96546 25.49379 -17.14347  C22 1.367
28 H 2.91052 23.27456 -15.81828  C21 1.087
29 H 2.68564 24.45320 -17.12342  C21 1.085
30 H 5.27895 23.65013 -16.38116  C22 1.086
31 C 1.63638 14.70854 -14.47158  C32 1.525, O36 1.437, H38 1.089, H39 1.087
32 C 0.93382 15.15693 -15.74844  C31 1.525, O33 1.391, F37 1.365, H40 1.088
33 O 1.19189 16.52207 -15.82048  C32 1.391, C34 1.360
34 C 1.82352 16.95470 -14.69620  O33 1.360, O35 1.184, O36 1.345
35 O 2.15072 18.07772 -14.51175  C34 1.184
36 O 2.01788 15.93939 -13.83504  C31 1.437, C34 1.345
37 F -0.41323 14.94342 -15.68426  C32 1.365
38 H 2.53217 14.12212 -14.66812  C31 1.089
39 H 0.98226 14.16437 -13.79553  C31 1.087
40 H 1.30866 14.67288 -16.64759  C32 1.088
41 C 2.48880 19.53049 -17.38596  C42 1.458, H44 1.087, H45 1.086, H46 1.091
42 C 3.00741 20.83742 -17.77145  C41 1.458, N43 1.147
43 N 3.40878 21.85323 -18.12193  C42 1.147
44 H 1.61424 19.64048 -16.75033  C41 1.087
45 H 3.26460 18.98432 -16.85835  C41 1.086
46 H 2.17383 19.02166 -18.29825  C41 1.091